[1]
The following is a DFT calculation (ωB97M-V with the def2-TZVPD basis set) of a structure of composition C4H7NO.

XYZ file:
```
13
Properties=species:S:1:pos:R:3:forces:R:3:nbo_charge:R:1
C 1.8050 0.7833 0.6872 -1.21 1.50 0.30 -0.220
C 0.0976 -0.5426 -0.6496 -0.61 -0.44 -0.69 -0.535
C -1.2789 -1.1374 -0.5537 -0.45 -0.34 -0.46 -0.210
N -1.7530 0.2035 -0.0667 -0.10 0.33 0.35 -0.601
C -0.4092 0.5589 -0.0402 0.55 -0.95 -0.15 0.518
O 0.2598 1.5436 0.5191 2.41 -1.48 -0.08 -0.517
H 2.3373 0.1303 -0.0522 -1.50 0.95 0.07 0.220
H 2.2679 1.7423 0.7559 0.80 0.31 0.56 0.190
H 1.6713 0.2139 1.6082 -0.03 0.43 -0.13 0.205
H 0.7571 -0.5170 -1.5061 0.29 -0.50 0.29 0.212
H -1.3831 -1.9041 0.2286 -0.05 0.21 -0.24 0.184
H -1.7364 -1.4687 -1.4827 -0.31 0.04 -0.01 0.184
H -2.3777 0.3122 0.7247 0.20 -0.07 0.18 0.369
```
Positions in Å, forces in eV/Å.

Computed properties:
total charge = 0
2S+1 = 1
max |F| = 0.0550 hartree/bohr
Kohn-Sham gap = 8.459 eV

=====

[2]
The following is a DFT calculation (ωB97M-V with the def2-TZVPD basis set) of a structure of composition C16H31BaBr2N4O2.

XYZ file:
```
56
Properties=species:S:1:pos:R:3:forces:R:3:mulliken_charge:R:1
Ba -0.1895 0.9875 0.0959 3.02 -0.70 -2.71 1.987
C -3.0302 0.3923 1.1661 -0.44 -0.13 0.40 -0.388
C -1.9882 -0.6681 1.6326 -0.16 -0.15 0.29 -1.025
N -0.7277 -0.2181 2.2715 -0.55 0.18 0.38 -0.378
C -0.7292 0.9652 3.1370 -0.18 0.02 0.39 -0.418
C 0.0171 2.2762 2.7327 -0.09 0.11 0.33 -1.208
N -0.5108 3.1051 1.6260 -0.45 0.07 0.18 -0.315
C -1.9629 3.2621 1.5234 -0.20 0.22 0.48 -0.443
C -2.7105 2.7320 0.2837 -0.44 0.07 -0.11 -0.881
N -2.7566 1.2799 0.0442 -0.19 0.22 0.28 -0.468
H -3.9007 -0.2170 0.9157 0.01 -0.01 0.02 0.566
H -3.3370 0.9856 2.0313 -0.04 -0.06 0.03 0.247
H -2.5720 -1.2716 2.3373 0.01 -0.06 -0.03 0.457
H -1.7025 -1.3177 0.7892 -0.13 0.20 0.08 0.244
H -0.2531 -0.9905 2.7105 0.06 0.01 -0.10 0.154
H -1.7540 1.2154 3.4232 0.01 0.01 0.07 0.353
H -0.2299 0.6951 4.0677 0.00 -0.01 0.00 0.487
H -0.0115 2.8607 3.6606 0.06 -0.07 0.03 0.451
H 1.0711 2.0511 2.5266 -0.20 0.01 -0.02 0.429
H -0.0447 4.0003 1.6175 0.04 -0.06 -0.03 0.245
H -2.4471 2.8558 2.4143 -0.01 0.07 0.04 0.196
H -2.1987 4.3285 1.5413 -0.03 -0.02 -0.05 0.493
H -3.7282 3.1321 0.4001 0.06 0.04 -0.01 0.402
H -2.3002 3.1954 -0.6189 0.06 0.01 0.00 0.334
H -3.3211 1.0548 -0.7608 0.08 0.05 -0.01 0.170
Br 2.3907 1.7997 -1.4416 0.16 0.22 -0.07 -0.824
C 1.2230 3.1000 -4.3249 0.03 -0.03 -0.01 -0.583
Br -0.1850 4.0728 -3.6070 -0.12 0.03 0.05 -0.117
H 0.9964 2.0878 -4.6127 0.01 0.00 0.00 0.333
H 2.2081 3.4165 -4.0311 -0.01 -0.01 -0.01 0.341
C -1.7209 -2.3491 -2.6857 0.01 0.02 0.00 -1.723
C -0.3786 -1.6254 -2.5125 -0.01 0.01 0.04 1.516
C -0.1022 -0.7583 -3.7464 -0.01 0.06 -0.03 -1.508
C 0.7417 -2.6618 -2.3751 0.01 -0.03 0.01 -1.524
O -0.4124 -0.8256 -1.3823 -0.23 -0.20 0.12 -0.600
H -1.7203 -3.0312 -3.5406 0.00 0.01 0.00 0.391
H -2.5177 -1.6148 -2.8313 -0.01 0.00 0.01 0.347
H -1.9426 -2.9239 -1.7832 -0.01 -0.01 0.01 0.367
H -0.2337 -1.3120 -4.6806 0.04 0.00 -0.01 0.391
H 0.9167 -0.3670 -3.7020 -0.02 0.03 0.02 0.299
H -0.7892 0.0933 -3.7428 -0.02 -0.04 -0.04 0.309
H 0.8639 -3.2631 -3.2802 -0.01 -0.02 0.00 0.421
H 0.5313 -3.3296 -1.5355 0.01 0.00 0.01 0.379
H 1.6780 -2.1374 -2.1730 -0.01 0.00 -0.03 0.126
O 2.1785 0.1911 2.0077 -0.24 -0.02 0.11 -0.552
N 2.7415 -0.9304 1.6905 0.10 -0.05 -0.14 0.251
C 2.9804 -1.8603 2.6448 0.00 0.06 0.01 -0.109
C 3.5665 -3.0650 2.3330 0.02 -0.03 -0.05 -0.696
C 3.9236 -3.3389 1.0201 0.00 -0.01 0.06 -0.283
C 3.6782 -2.3725 0.0609 0.00 0.03 -0.02 -0.855
C 3.0916 -1.1731 0.4070 -0.05 -0.05 0.03 0.405
H 2.6835 -1.5591 3.6375 0.00 0.00 0.00 0.461
H 3.7396 -3.7785 3.1260 0.00 0.00 0.00 0.387
H 4.3822 -4.2809 0.7553 0.00 0.00 0.00 0.403
H 3.9335 -2.5301 -0.9773 0.00 0.00 0.00 0.444
H 2.8719 -0.3650 -0.2856 0.04 0.00 0.00 0.113
```
Positions in Å, forces in eV/Å.

Computed properties:
total charge = 0
2S+1 = 2
max |F| = 0.0801 hartree/bohr
<S²> = 0.75
Kohn-Sham gap (spin up / spin down) = 6.957 / 7.265 eV

=====

[3]
The following is a DFT calculation (ωB97M-V with the def2-TZVPD basis set) of a cluster of 2 separate species, C10H16 in total.

XYZ file:
```
26
Properties=species:S:1:pos:R:3:forces:R:3:nbo_charge:R:1
C -0.8559 1.0372 -1.5922 0.85 0.75 -0.98 -0.627
C 1.6529 0.9973 -1.6569 0.40 -0.24 0.57 -0.211
C 0.4576 0.2917 -1.6314 -0.59 0.27 0.30 -0.021
C 2.8650 0.3614 -1.3614 -1.60 0.32 -0.12 -0.199
C 2.8311 -0.9937 -1.0588 1.15 0.75 0.40 -0.225
C 0.4736 -1.0878 -1.4508 0.50 -0.49 -0.22 -0.207
C 1.6664 -1.7294 -1.1409 0.16 0.47 -0.23 -0.209
H 1.6347 2.0783 -1.7342 -0.05 0.00 -0.22 0.206
H 3.7192 1.0077 -1.2716 0.52 -0.30 0.02 0.213
H -1.0246 1.4987 -0.6329 -0.16 -0.24 0.62 0.219
H -1.6656 0.4095 -1.8850 -0.74 -0.46 0.03 0.215
H 3.7496 -1.3875 -0.6433 -0.02 -0.54 -0.27 0.210
H -0.4045 -1.7098 -1.5795 -0.25 0.31 0.25 0.210
H 1.7314 -2.7809 -0.9459 -0.28 -0.41 0.06 0.213
H -0.8511 1.8978 -2.2692 0.08 -0.17 -0.19 0.214
C -2.1390 -0.1503 3.1268 0.82 0.74 0.93 -0.405
C -2.0607 1.3819 3.2842 0.29 -0.55 0.54 -0.601
C -2.8036 -0.5579 1.8395 0.42 -0.38 -0.89 -0.615
H -1.1010 -0.4809 3.2562 -0.03 -0.31 -0.85 0.198
H -2.5468 -0.5888 4.0360 -0.78 0.02 -0.10 0.198
H -1.2771 1.6040 4.0150 -0.05 0.17 -0.09 0.204
H -2.1194 -0.4332 0.9928 0.20 0.05 0.14 0.205
H -3.1039 -1.6019 1.7856 -0.16 -0.07 0.24 0.211
H -2.9795 1.8000 3.6944 -0.13 0.13 -0.39 0.202
H -1.7696 1.8404 2.3384 -0.21 0.16 0.04 0.199
H -3.6422 0.0713 1.5548 -0.36 0.04 0.40 0.205
```
Positions in Å, forces in eV/Å.

Computed properties:
total charge = 0
SMILES = Cc1ccccc1.CCC
2S+1 = 1
max |F| = 0.0319 hartree/bohr
Kohn-Sham gap = 9.987 eV

=====

[4]
The following is a DFT calculation (ωB97M-V with the def2-TZVPD basis set) of the molecule CH2N2O4S.

XYZ file:
```
10
Properties=species:S:1:pos:R:3:forces:R:3:nbo_charge:R:1
C -0.2310 -0.1562 0.6615 1.11 -0.60 1.60 0.882
N 0.9047 -0.5207 -1.9946 1.84 -2.56 -2.20 -0.561
N -0.2684 -0.4393 1.9665 0.10 -0.49 -0.38 -0.788
O 0.4779 0.7961 0.1926 -0.20 1.05 0.26 -0.603
O 1.2116 1.0729 -2.0960 -1.08 -0.23 -0.17 -0.603
O -1.2545 1.1875 -1.5567 -0.58 -0.40 -0.81 -0.846
O -0.7249 -0.8448 -0.2432 -2.40 -1.45 -0.45 -0.604
S -0.0837 0.3970 -1.4454 1.19 4.12 1.21 2.274
H 0.6067 -0.1039 2.3703 -0.63 -0.44 0.66 0.424
H -0.6384 -1.3885 2.1448 0.65 1.00 0.28 0.426
```
Positions in Å, forces in eV/Å.

Computed properties:
total charge = 0
2S+1 = 1
max |F| = 0.0868 hartree/bohr
Kohn-Sham gap = 9.968 eV

=====

[5]
The following is a DFT calculation (ωB97M-V with the def2-TZVPD basis set) of a structure of composition C12H24N2O4.

XYZ file:
```
42
Properties=species:S:1:pos:R:3:forces:R:3:nbo_charge:R:1
C -5.3604 -2.6358 -0.1394 -1.90 -0.82 1.86 -0.243
O -4.9842 -1.3081 0.0970 -0.95 2.03 -0.23 -0.580
C -5.9934 -0.3107 -0.3201 -5.13 -7.47 1.74 0.019
C -5.6916 0.9866 0.0657 -8.25 0.37 1.36 -0.545
H -5.4797 0.8596 1.0029 0.81 0.05 6.22 0.228
H -6.6485 1.5956 -0.0347 1.52 -0.42 0.02 0.253
C -4.6325 1.3897 -0.5407 9.64 11.42 -11.64 -0.216
N -3.3650 0.8216 -0.4769 -0.21 -5.59 1.91 -0.619
C -2.2602 1.4101 -0.0762 0.77 -1.12 1.57 0.610
O -1.9484 2.5409 0.0420 -0.47 5.59 -0.56 -0.606
C -1.1843 0.5669 0.4198 -1.93 -12.48 -2.57 0.548
O -1.4179 -0.7386 0.2516 -0.35 3.13 0.98 -0.713
N 0.0222 0.7959 0.6758 -0.46 12.63 0.66 -0.506
H 0.0086 2.0781 0.7749 0.32 -4.42 -0.58 0.381
C 1.2058 0.2813 1.0230 -2.63 -5.91 8.72 -0.262
C 2.2819 0.5978 0.3108 7.89 2.39 -9.67 -0.384
C 3.6733 -0.2657 0.6091 -1.15 7.13 2.29 -0.022
O 4.6018 0.2309 -0.2702 1.42 0.76 -2.26 -0.562
C 6.0612 -0.0088 -0.0799 -8.40 -6.11 10.68 0.115
C 6.8632 0.7345 -0.7962 4.73 2.62 -6.04 -0.672
H 6.6609 1.7453 -0.8746 -0.49 2.34 1.11 0.248
H 6.5906 0.5257 -1.7975 0.63 -0.81 -1.98 0.220
H 7.9227 0.5862 -0.6116 -0.01 -0.16 -0.08 0.241
C 6.1141 -1.5688 -0.0313 4.75 -0.32 -6.61 -0.609
H 5.9085 -1.7319 -1.4624 0.35 -0.12 4.23 0.158
H 7.3058 -1.8378 -0.0424 -2.83 0.33 0.33 0.209
H 5.5824 -2.3803 0.4880 -0.26 1.32 0.13 0.246
H 6.1866 0.3051 1.0090 -0.08 -0.35 -0.52 0.156
H 3.3877 -1.2256 0.6304 -0.41 -3.90 -0.35 0.163
H 3.9737 0.1187 1.6563 -0.37 -1.06 -0.94 0.146
H 2.5588 1.8146 0.1435 -0.74 -3.28 1.03 0.223
H 2.0389 0.3234 -0.9562 0.73 0.64 3.47 0.192
H 1.5315 0.6175 2.1921 -1.31 -0.97 -2.35 0.168
H 0.9711 -0.9001 1.1052 0.94 2.31 -0.21 0.244
H -3.4425 -0.2750 -0.2564 1.14 2.84 -0.70 0.481
H -4.6971 1.5999 -1.7425 -1.22 -1.61 1.75 0.181
H -4.3283 2.5813 -0.6750 -1.10 -2.04 2.07 0.237
H -7.1004 -0.6487 0.4698 2.91 0.66 -2.54 0.128
H -6.3306 -0.4249 -1.3651 0.45 -0.29 0.26 0.187
H -5.6517 -2.6369 -1.2115 0.48 -1.16 0.51 0.180
H -4.4758 -3.2930 0.2757 -1.98 1.11 -1.36 0.228
H -6.4589 -2.9166 0.5178 3.17 0.74 -1.73 0.150
```
Positions in Å, forces in eV/Å.

Computed properties:
total charge = 0
2S+1 = 1
max |F| = 0.3683 hartree/bohr
Kohn-Sham gap = 9.608 eV

=====

[6]
The following is a DFT calculation (ωB97M-V with the def2-TZVPD basis set) of a structure of composition C2H6O2Rb.

XYZ file:
```
11
Properties=species:S:1:pos:R:3:forces:R:3:nbo_charge:R:1
Rb -2.2772 -2.1049 0.6990 0.24 0.09 -0.03 0.994
C -0.2096 0.8439 -0.1900 0.75 0.43 -0.67 -0.096
C 0.9516 -0.1044 -0.0753 0.00 -0.18 0.16 -0.089
O 0.5163 -1.4548 -0.2439 -0.58 -0.20 -0.02 -0.780
O -1.2140 0.5672 0.7707 -0.20 -0.07 0.15 -0.772
H -0.6084 0.8234 -1.2124 -0.14 -0.16 0.15 0.174
H 0.2378 1.8375 -0.0618 -0.31 0.01 0.19 0.196
H 1.4221 -0.0104 0.9070 0.03 0.06 -0.05 0.185
H 1.6651 0.1734 -0.8506 0.11 -0.02 0.02 0.196
H 1.1635 -1.9681 -0.7318 0.16 0.07 0.01 0.496
H -1.6472 1.3973 0.9891 -0.07 -0.02 0.09 0.497
```
Positions in Å, forces in eV/Å.

Computed properties:
total charge = +1
2S+1 = 1
max |F| = 0.0212 hartree/bohr
Kohn-Sham gap = 10.753 eV

=====

[7]
The following is a DFT calculation (ωB97M-V with the def2-TZVPD basis set) of a structure of composition C35H34F5IN4PSTa.

XYZ file:
```
82
Properties=species:S:1:pos:R:3:forces:R:3:mulliken_charge:R:1
Ta 0.9092 0.7006 -0.5880 -0.47 1.35 0.79 2.802
N 0.7927 -0.8816 -2.1303 -2.01 0.56 1.16 -0.775
C 1.9907 -1.5234 -2.4897 3.37 -0.43 0.78 -0.824
C 2.4669 -2.1366 -1.1711 -0.03 -0.42 -0.25 -0.300
N 2.4737 -1.1253 -0.0732 -1.38 -0.40 0.72 -0.334
C 3.7906 -0.6288 0.2780 0.80 0.66 0.99 -0.669
C 4.1648 0.3703 -0.7355 3.16 0.83 -0.10 -1.089
N 3.0779 1.2878 -1.0784 -1.36 2.04 -0.57 -0.789
H 0.3332 -0.4755 -2.9145 -0.65 0.45 -1.09 0.717
H 0.0870 -1.5901 -1.8025 0.47 0.51 -0.22 0.067
H 1.8622 -2.2699 -3.2442 -0.09 -0.53 -0.50 0.647
H 2.7835 -0.8151 -2.8318 -0.86 -0.30 -0.06 0.216
H 1.7313 -2.8888 -0.9014 0.09 -0.26 0.15 0.216
H 3.4373 -2.6246 -1.2817 -0.04 0.07 0.14 0.466
H 2.1895 -1.5675 0.8261 -0.56 -0.09 -0.90 -0.421
H 3.7188 -0.2272 1.3046 0.13 0.00 -0.51 0.376
H 4.6080 -1.3699 0.2911 -0.64 -0.22 0.05 0.536
H 5.1625 0.8295 -0.4572 -1.39 0.25 -0.02 0.477
H 4.4985 -0.1476 -1.6306 -0.49 -0.08 -0.45 0.489
H 3.0415 2.2572 -0.6312 0.92 -1.54 -0.19 0.377
H 3.1373 1.5889 -2.0692 0.34 -0.46 0.69 0.436
I -1.8708 0.8483 -1.5475 0.39 1.04 0.19 0.719
C -2.2438 -1.1273 -1.9128 0.12 -0.71 -0.59 -0.085
C -2.5717 -1.3864 -3.2152 -0.89 -0.85 -0.95 -0.453
C -3.2041 -2.6695 -3.5274 1.02 1.67 0.50 -0.999
C -3.4238 -3.5514 -2.4913 -0.80 0.13 -0.95 -0.798
C -3.1293 -3.2295 -1.1390 0.33 -0.11 0.58 0.699
C -3.6268 -4.0360 -0.0553 -0.29 1.33 -0.52 -0.912
C -3.6420 -3.5297 1.2216 -0.16 0.47 0.03 -1.001
C -2.9982 -2.2914 1.4742 0.98 0.19 0.26 -0.709
C -2.2362 -1.6108 0.5012 -0.44 -1.22 1.25 0.879
P -0.7957 -0.7368 1.1960 -0.44 0.57 0.87 1.691
C -1.6326 0.3752 2.4796 -0.04 -0.44 -0.51 1.335
C -1.6652 0.0275 3.8350 -1.11 0.50 0.00 -0.408
C -2.5356 0.7622 4.7227 2.86 -1.57 0.99 -0.688
C -3.2267 1.8626 4.2942 0.25 -0.55 -0.09 -0.785
C -3.1501 2.1707 2.9482 0.09 0.12 -0.92 -0.665
C -2.4366 1.4493 2.0065 0.96 -1.05 2.36 -0.789
C 0.3146 -1.9996 1.9645 -0.03 0.40 -0.31 0.018
C 0.5240 -3.2554 1.3524 -0.78 0.95 -0.11 -0.860
C 1.4262 -4.1522 1.8889 -0.21 0.88 -0.88 -0.778
C 2.1969 -3.7194 2.9452 0.66 -0.60 0.69 -0.641
C 2.0388 -2.5057 3.5809 -0.37 -0.01 -0.60 -1.304
C 1.1049 -1.6323 3.0686 -0.34 -2.10 -0.77 -0.415
C -2.4381 -2.0115 -0.8357 -0.39 -0.41 -0.47 0.468
H -2.4589 -0.5641 -3.9608 -0.26 -1.05 0.38 0.467
H -3.5501 -2.8262 -4.5528 0.20 -0.21 0.45 0.478
H -4.0057 -4.4470 -2.7564 0.42 0.25 0.49 0.429
H -4.2405 -4.8672 -0.3340 0.11 -0.75 0.10 0.487
H -4.1765 -4.0277 2.0437 0.28 0.22 -0.53 0.483
H -3.0270 -1.8642 2.4861 0.13 -0.44 -0.34 0.422
H -1.1185 -0.8407 4.2112 -0.20 0.43 0.00 0.545
H -2.3389 0.4956 5.8028 -1.01 0.39 -1.22 0.380
H -3.7909 2.4698 4.9766 -0.15 0.17 0.14 0.498
H -3.6201 3.0500 2.5990 -0.72 0.78 -0.28 0.488
H -2.4040 1.7361 1.0020 -0.19 0.50 -1.10 0.309
H 0.0012 -3.5144 0.4312 -0.25 -0.05 0.31 0.731
H 1.5258 -5.0693 1.3370 0.41 -0.50 0.44 0.531
H 2.9550 -4.3272 3.3579 0.63 -1.00 0.21 0.510
H 2.5954 -2.2527 4.4729 0.10 -0.05 -0.06 0.555
H 0.9100 -0.8234 3.6526 -0.54 2.51 1.06 0.580
S 1.2624 3.3123 -4.4818 -0.21 -1.29 1.52 -0.046
C 1.3718 2.1595 -3.1842 -0.66 1.92 -1.29 -0.512
N 0.7270 2.4319 -2.0532 -0.03 0.04 0.06 0.501
C -0.0325 3.6317 -2.2240 0.44 0.74 -0.63 -0.578
C -0.8582 4.3387 -1.3341 0.59 -2.65 1.38 -0.118
C -1.6284 5.3564 -1.7604 0.10 0.17 -0.49 -0.809
C -1.4975 5.7828 -3.0714 -1.03 1.40 0.68 -0.571
C -0.5323 5.3393 -3.8998 -0.29 -1.16 1.15 -0.629
C 0.1508 4.2174 -3.5063 0.80 -1.21 0.72 0.648
H 1.8281 1.2222 -3.3456 0.73 -0.73 -0.33 0.238
H -0.9813 3.9431 -0.3311 0.07 0.22 0.11 0.406
H -2.3160 5.8305 -1.1027 -0.46 0.28 0.38 0.519
H -2.1819 6.5445 -3.3689 -0.15 0.57 -0.49 0.475
H -0.4272 5.7362 -4.8292 0.41 1.10 -2.59 0.552
F 1.2605 0.9885 2.3730 -0.08 -0.13 1.19 -0.041
C 1.4991 1.7543 1.3480 0.73 0.11 -1.31 0.245
F 0.2482 2.3725 0.9605 0.63 -0.31 -0.45 0.017
C 2.6361 2.7856 1.8039 1.71 0.44 0.15 0.253
F 2.8821 3.8668 1.0262 -1.55 -0.82 0.18 -0.205
F 2.4751 3.1319 3.0607 -0.53 0.07 -0.63 -0.178
F 3.8228 2.1131 1.7271 -0.87 -0.56 0.00 -0.198
```
Positions in Å, forces in eV/Å.

Computed properties:
total charge = +4
2S+1 = 1
max |F| = 0.0678 hartree/bohr
Kohn-Sham gap = 4.858 eV